Here is a structure of composition C37H35N3O4RuS3Te from OMol25. Energies are from ωB97M-V with the def2-TZVPD basis set.

Results
- HOMO (alpha / beta) (eV) = -10.74 / -10.77
- Kohn-Sham gap (alpha / beta) (Eh) = 0.2991 / 0.2092
- maximum force (eV/A) = 0.5

ORCA input file:
```
! RIJCOSX wB97M-V def2-TZVPD def2/J DEFGRID3
* xyz 1 6
Ru 0.21980 1.09617 -0.24050
N -0.67040 -0.61727 0.75761
N -1.46065 -1.36023 -0.14581
C -1.25264 -1.17163 -1.53110
O -1.64197 -2.02689 -2.29851
O -0.69613 -0.04708 -1.85971
H 0.11172 -1.16019 1.12654
H -1.23646 -0.27844 1.53318
H -1.61776 -2.32906 0.10041
O 1.98624 0.33396 -0.14636
C 2.80501 1.47937 -0.00110
C 3.08141 1.70694 1.46919
C 3.79224 2.69017 2.09266
C 3.78082 2.55994 3.50658
C 3.06747 1.47833 3.91932
S 2.39932 0.61362 2.60766
C 1.93051 2.62398 -0.56916
C 1.36838 2.58035 -1.84373
C 0.74576 3.81198 -2.20116
C 0.84877 4.73921 -1.21448
S 1.68616 4.16467 0.16642
C 4.05177 1.29767 -0.83501
C 4.27785 0.26942 -1.70065
C 5.51477 0.40270 -2.39108
C 6.18428 1.53017 -2.03906
S 5.32426 2.45080 -0.87929
H 4.31943 3.47840 1.57458
H 4.28933 3.23594 4.17680
H 2.90420 1.13785 4.92866
H 1.55949 1.77028 -2.53711
H 0.27391 3.99782 -3.15480
H 0.46085 5.74602 -1.21662
H 3.59321 -0.55576 -1.82177
H 5.88961 -0.31720 -3.10246
H 7.14274 1.87834 -2.38769
C -3.44266 -0.94681 -8.78801
C -3.24765 -0.28330 -7.45729
C -4.29890 0.37493 -6.82752
C -4.16040 0.96626 -5.57878
C -5.33768 1.67534 -4.97757
C -2.90032 0.87956 -4.96679
Te -2.66199 1.67564 -3.03936
N -1.36587 2.34118 -0.18077
C -1.33333 3.03698 0.95883
O -0.79180 2.37857 1.88398
C -1.94864 4.35555 1.12916
C -1.99083 4.93025 2.39606
C -2.56627 6.17900 2.55923
C -3.08587 6.85119 1.46003
C -3.03149 6.28230 0.19253
C -2.46159 5.03250 0.02675
C -4.14156 0.52334 -2.12253
C -4.33129 -0.76576 -2.61714
C -5.29911 -1.57635 -2.05066
C -6.07658 -1.08794 -1.00982
C -5.88680 0.20282 -0.53963
C -4.91638 1.04149 -1.08110
C -4.76079 2.43113 -0.53785
C -1.80114 0.27347 -5.58405
C -0.42531 0.20523 -4.99841
C -2.01226 -0.31221 -6.83027
H -4.35223 -0.59960 -9.27466
H -3.51967 -2.02863 -8.66493
H -2.59893 -0.75153 -9.44931
H -5.25879 0.43836 -7.32668
H -6.10601 1.81687 -5.73473
H -5.06591 2.66389 -4.59698
H -5.77368 1.10938 -4.15307
H -1.57379 4.38954 3.23514
H -2.60842 6.63044 3.54085
H -3.53280 7.82808 1.58878
H -3.43260 6.81591 -0.65858
H -2.40425 4.57672 -0.95598
H -3.71686 -1.14536 -3.42044
H -5.43927 -2.58167 -2.42265
H -6.84375 -1.71003 -0.56848
H -6.51429 0.58022 0.25839
H -5.71064 2.78540 -0.13946
H -4.43803 3.14530 -1.29807
H -4.02559 2.45571 0.26590
H -0.26951 0.88663 -4.16345
H 0.31749 0.42275 -5.76590
H -0.23511 -0.79487 -4.60375
H -1.17670 -0.79514 -7.32450
*
```